This record from the OMol25 dataset describes the molecule C25H24N4O4S. The level of theory is ωB97M-V with the def2-TZVPD basis set.

```
58
Properties=species:S:1:pos:R:3:forces:R:3:mulliken_charge:R:1
C 6.972 -0.596 0.666 -0.11 -0.11 0.03 0.67
C -4.129 -3.074 0.159 0.13 0.40 -0.22 0.23
C 9.048 0.805 0.396 -0.05 -0.01 -0.01 -1.68
H 9.280 0.824 1.460 0.10 0.00 0.07 0.33
C 7.767 -1.627 1.410 0.00 0.08 -0.05 -1.66
H -1.121 -0.085 -0.837 0.11 -0.25 0.12 0.38
H -6.671 4.473 2.165 -0.18 0.00 0.00 0.46
C -6.460 -3.241 -0.125 -0.03 0.01 0.01 -0.79
C -3.833 3.775 0.684 -0.39 -0.24 -0.49 -0.25
H -6.418 -1.347 -1.221 -0.06 0.08 0.02 0.33
C 5.620 -0.778 0.451 0.09 0.24 -0.11 -1.01
H -7.353 -3.335 0.489 -0.05 -0.04 -0.05 0.34
C -4.821 3.251 -0.096 0.90 0.17 -0.11 0.43
C -2.247 -1.633 -0.320 -0.36 -0.08 0.08 0.24
H -4.017 4.905 2.599 0.02 0.13 0.21 0.42
H -5.131 -4.985 0.062 -0.06 -0.06 0.04 0.33
N -4.643 1.028 -1.071 -0.23 -0.05 -0.11 -0.04
H 5.150 -1.674 0.827 -0.05 -0.13 0.06 0.31
O -6.030 3.495 0.461 -0.30 -0.23 -0.37 -0.35
H 3.856 2.035 -1.442 0.03 0.08 -0.02 0.54
C 1.349 -0.906 -0.402 0.96 0.11 0.09 -0.12
C 4.837 0.155 -0.230 0.35 0.33 -0.10 0.45
S -2.410 -3.255 0.243 -0.76 0.14 -0.06 -0.24
C -5.257 -3.989 0.486 -0.01 -0.19 0.16 -0.52
C -6.030 -1.764 -0.290 -0.09 0.02 0.03 -0.80
H -6.680 -3.659 -1.107 -0.02 0.00 0.00 0.31
O -2.396 1.025 -1.258 0.21 0.32 -0.06 -0.89
H -3.875 2.730 -1.925 -0.23 0.03 0.04 0.40
H 8.572 -2.016 0.788 0.10 -0.09 0.03 0.33
C 3.414 -0.077 -0.414 -0.71 -0.18 -0.05 1.21
C 0.138 -1.702 -0.203 -0.49 -0.03 -0.02 0.47
H 7.272 2.401 -0.881 0.07 0.12 -0.05 0.36
H 2.964 -2.082 0.484 0.02 -0.21 0.12 0.55
C 7.585 0.566 0.181 -0.24 0.08 -0.10 1.40
C -3.446 -0.972 -0.543 0.65 -0.33 0.14 -0.65
H -6.399 -1.160 0.545 -0.07 0.09 -0.04 0.33
C -3.439 0.424 -0.976 -0.30 -0.19 -0.01 0.88
N 1.390 0.316 -0.996 -0.18 -0.31 0.12 0.30
H -5.663 2.612 -1.946 0.13 0.03 -0.02 0.37
H -2.781 3.729 0.493 0.23 -0.05 -0.12 0.53
H -5.450 0.558 -0.697 0.07 -0.06 -0.02 0.16
C 6.822 1.497 -0.498 -0.08 0.01 -0.02 -0.86
C -4.481 4.388 1.785 -0.56 -0.02 0.08 -0.49
O 0.132 -2.848 0.213 0.47 0.22 -0.04 -0.75
C -5.811 4.186 1.593 0.50 0.36 0.63 -0.47
H 9.351 1.752 -0.043 0.06 0.04 -0.01 0.37
C 5.458 1.319 -0.713 0.02 -0.29 0.16 -0.10
O 4.798 2.286 -1.380 -0.04 0.05 -0.04 -0.72
C -4.533 -1.845 -0.259 0.09 -0.57 0.10 0.39
H 8.218 -1.194 2.303 0.08 -0.06 0.10 0.33
H -5.360 -4.098 1.569 -0.04 -0.08 0.01 0.25
H 0.638 0.842 -1.415 0.13 -0.03 0.02 0.23
N 2.620 0.814 -1.012 0.34 0.31 -0.07 -1.26
C 2.646 -1.192 -0.015 -0.54 0.17 -0.20 -0.62
N -1.024 -1.056 -0.506 0.33 0.27 -0.11 0.02
H 9.636 0.007 -0.056 0.11 -0.03 0.00 0.33
C -4.761 2.446 -1.353 -0.06 0.13 0.23 -1.11
H 7.133 -2.457 1.712 0.00 -0.08 0.04 0.38
```
Forces are in eV/Å.

Its total energy is -1885.2882 Eh. The value obtained for the LUMO energy is 0.2 eV. As for the SMILES: Cc1cc(O)c(-c2cc(C(=O)Nc3sc4c(c3C(=O)NCc3ccco3)CCC4)[nH]n2)cc1C. For the HOMO energy, the calculation gives -7.83 eV. As for the molar mass: 476.56 g/mol.